Entry 1:
C43H99Br3 | wB97M-V/def2-TZVPD

The geometry in ORCA input format:
```
! RIJCOSX wB97M-V def2-TZVPD def2/J DEFGRID3
* xyz 1 2
C 0.490 -0.148 1.596
Br -0.766 -1.341 0.687
Br -0.291 0.740 3.123
Br 1.339 1.219 0.381
H 1.331 -0.748 1.943
C 3.347 -2.560 -3.405
C 4.747 -2.458 -2.709
C 4.911 -2.564 -1.200
C 4.336 -1.424 -0.363
C 4.253 -1.637 1.132
C 3.655 -2.894 1.659
H 2.588 -1.865 -3.043
H 2.903 -3.552 -3.324
H 3.448 -2.234 -4.440
H 5.411 -3.111 -3.277
H 5.143 -1.456 -2.874
H 5.974 -2.728 -1.024
H 4.495 -3.569 -1.141
H 4.923 -0.541 -0.619
H 3.335 -1.238 -0.752
H 5.299 -1.706 1.432
H 3.936 -0.694 1.576
H 3.939 -3.046 2.700
H 2.568 -2.850 1.586
H 4.021 -3.761 1.110
C -1.362 -8.112 4.428
C -2.327 -7.133 3.731
C -2.297 -5.730 4.416
C -1.034 -4.953 3.979
C -0.835 -3.553 4.462
C 0.538 -3.034 4.181
H -0.360 -7.826 4.108
H -1.444 -9.170 4.179
H -1.338 -8.064 5.516
H -2.082 -7.147 2.669
H -3.340 -7.494 3.905
H -2.292 -5.793 5.505
H -3.104 -5.013 4.265
H -0.211 -5.616 4.244
H -1.031 -4.799 2.900
H -1.669 -2.934 4.130
H -0.909 -3.547 5.549
H 0.796 -2.105 4.690
H 1.267 -3.818 4.388
H 0.677 -2.864 3.114
C 4.096 1.842 -5.075
C 3.301 1.662 -3.730
C 3.096 2.922 -2.802
C 2.338 4.074 -3.497
C 2.002 5.274 -2.565
C 1.497 4.979 -1.158
H 4.290 0.832 -5.434
H 5.044 2.287 -4.772
H 3.511 2.460 -5.756
H 2.314 1.212 -3.839
H 3.838 0.829 -3.275
H 4.092 3.280 -2.541
H 2.540 2.592 -1.924
H 2.960 4.382 -4.338
H 1.397 3.630 -3.821
H 3.005 5.675 -2.415
H 1.435 6.075 -3.040
H 0.412 4.895 -1.093
H 2.021 4.214 -0.586
H 1.709 5.871 -0.568
C -3.923 -6.116 -4.026
C -4.102 -5.814 -2.449
C -2.843 -5.057 -1.887
C -2.847 -4.660 -0.355
C -3.579 -3.290 -0.103
C -3.787 -3.230 1.418
H -4.808 -6.589 -4.454
H -3.141 -6.857 -4.190
H -3.537 -5.231 -4.531
H -5.010 -5.211 -2.413
H -4.216 -6.732 -1.872
H -2.353 -4.353 -2.559
H -2.159 -5.905 -1.912
H -3.397 -5.417 0.205
H -1.845 -4.647 0.075
H -2.961 -2.436 -0.379
H -4.530 -3.227 -0.631
H -4.483 -3.859 1.974
H -2.871 -3.458 1.961
H -3.947 -2.179 1.656
C -3.050 1.201 -1.771
C -1.683 1.924 -1.866
C -1.266 2.481 -3.200
C -2.165 3.693 -3.636
C -1.532 4.382 -4.794
C -2.434 5.330 -5.463
H -3.916 1.854 -1.660
H -3.063 0.560 -0.890
H -3.368 0.576 -2.605
H -1.581 2.626 -1.039
H -0.986 1.178 -1.484
H -1.133 1.721 -3.970
H -0.295 2.862 -2.882
H -3.196 3.406 -3.841
H -2.187 4.357 -2.772
H -0.543 4.741 -4.509
H -1.352 3.632 -5.564
H -2.173 5.431 -6.517
H -3.476 5.028 -5.359
H -2.469 6.312 -4.991
C 4.514 6.862 4.519
C 4.627 5.414 4.025
C 4.360 5.216 2.587
C 4.701 3.758 2.207
C 4.763 3.283 0.734
C 5.202 1.874 0.542
H 5.292 7.421 3.999
H 4.590 7.025 5.594
H 3.547 7.313 4.296
H 5.634 5.036 4.204
H 3.965 4.778 4.614
H 4.803 5.903 1.865
H 3.281 5.303 2.459
H 5.624 3.489 2.719
H 4.010 3.027 2.627
H 3.790 3.364 0.248
H 5.319 3.935 0.060
H 4.305 1.275 0.704
H 5.324 1.653 -0.518
H 6.007 1.587 1.219
C -3.427 3.869 3.021
C -3.894 2.361 3.014
C -4.925 2.108 1.918
C -5.124 0.683 1.570
C -6.190 0.580 0.440
C -6.388 -0.815 -0.236
H -4.270 4.538 3.196
H -2.932 3.987 2.057
H -2.610 4.095 3.705
H -2.996 1.749 3.097
H -4.350 2.028 3.946
H -4.466 2.524 1.021
H -5.779 2.783 1.971
H -4.188 0.244 1.222
H -5.364 0.240 2.537
H -7.151 0.899 0.842
H -6.024 1.242 -0.410
H -5.554 -1.169 -0.840
H -6.379 -1.682 0.424
H -7.316 -0.924 -0.798
*
```

Its max |F| is 3.66 eV/Å. As for the HOMO-LUMO gap (alpha / beta): 8.61 / 2.49 eV.

=====

Entry 2:
C43H99N11O8 | wB97M-V/def2-TZVPD

The geometry in ORCA input format:
```
! RIJCOSX wB97M-V def2-TZVPD def2/J DEFGRID3
* xyz 0 1
C -3.740 -5.538 -2.870
C -4.356 -4.148 -2.722
C -3.515 -3.336 -1.580
C -4.197 -3.301 -4.039
C -5.265 -3.678 -5.153
C -6.651 -3.465 -4.482
C -6.908 -4.274 -3.213
C -8.181 -3.603 -2.691
C -7.138 -5.756 -3.474
N -5.757 -4.049 -2.261
O -5.993 -4.601 -1.017
H -2.658 -5.432 -2.798
H -4.069 -6.265 -2.126
H -4.090 -5.954 -3.815
H -4.025 -2.408 -1.321
H -3.517 -3.904 -0.650
H -2.509 -3.096 -1.926
H -4.329 -2.239 -3.835
H -3.214 -3.443 -4.487
H -5.053 -3.069 -6.032
H -5.118 -4.694 -5.520
H -7.402 -3.711 -5.234
H -6.860 -2.395 -4.466
H -9.032 -3.636 -3.370
H -8.045 -2.571 -2.369
H -8.408 -4.160 -1.782
H -7.262 -6.261 -2.516
H -6.244 -6.163 -3.948
H -8.081 -5.962 -3.980
H -6.134 -3.933 -0.341
C 9.247 0.523 2.176
C 10.032 -0.317 1.194
C 9.214 -0.277 -0.173
C 11.411 0.289 0.690
C 12.486 0.170 1.846
C 12.741 -1.323 2.213
C 11.436 -2.044 2.598
C 11.659 -3.544 2.492
C 11.067 -1.661 4.133
N 10.319 -1.697 1.611
O 9.302 -2.560 1.581
H 9.935 0.815 2.969
H 8.904 1.417 1.655
H 8.400 0.035 2.658
H 9.761 -0.819 -0.945
H 8.302 -0.874 -0.180
H 8.856 0.692 -0.520
H 11.868 -0.179 -0.183
H 11.214 1.321 0.403
H 13.450 0.607 1.585
H 12.331 0.793 2.727
H 13.571 -1.475 2.903
H 13.159 -1.880 1.374
H 10.781 -4.134 2.755
H 12.356 -3.747 3.306
H 11.966 -3.936 1.522
H 10.245 -2.288 4.476
H 10.762 -0.619 4.236
H 11.914 -1.755 4.812
H 9.613 -3.230 0.969
C 0.782 -9.175 4.071
C 1.909 -8.141 3.720
C 3.333 -8.821 3.744
C 1.583 -7.564 2.330
C 2.576 -6.454 1.837
C 2.501 -5.311 2.891
C 2.669 -5.781 4.364
C 4.145 -5.764 4.818
C 2.002 -4.619 5.195
N 1.875 -6.962 4.625
O 1.842 -7.391 5.919
H 0.480 -9.732 3.185
H 0.972 -9.841 4.913
H -0.130 -8.643 4.341
H 4.090 -8.306 3.152
H 3.721 -8.901 4.759
H 3.223 -9.834 3.358
H 1.423 -8.330 1.571
H 0.626 -7.049 2.407
H 3.533 -6.858 1.508
H 2.268 -5.958 0.916
H 1.537 -4.826 2.736
H 3.250 -4.566 2.619
H 4.770 -4.948 4.455
H 4.579 -6.699 4.465
H 4.081 -5.796 5.906
H 2.553 -3.694 5.026
H 2.100 -4.879 6.249
H 1.001 -4.344 4.862
H 0.937 -7.163 6.143
C -8.214 7.419 1.113
C -8.716 6.016 1.033
C -9.241 5.474 2.398
C -9.867 6.013 0.015
C -9.435 6.070 -1.355
C -8.452 5.022 -1.746
C -7.204 4.949 -0.832
C -6.364 3.735 -1.178
C -6.234 6.146 -1.132
N -7.656 5.030 0.592
O -6.585 4.606 1.515
H -7.169 7.371 1.420
H -8.202 7.990 0.185
H -8.753 8.047 1.823
H -8.350 5.383 3.020
H -10.039 6.063 2.851
H -9.659 4.477 2.257
H -10.362 5.044 0.081
H -10.575 6.831 0.148
H -10.247 5.899 -2.063
H -9.121 7.092 -1.562
H -8.062 5.233 -2.742
H -8.908 4.033 -1.783
H -6.926 2.805 -1.266
H -5.528 3.637 -0.486
H -6.162 3.810 -2.247
H -5.856 6.137 -2.154
H -5.318 6.249 -0.551
H -6.783 7.072 -0.959
H -5.930 5.308 1.512
C -1.353 3.061 -7.939
O -0.529 4.186 -8.168
C -0.897 5.236 -7.348
C -0.001 6.465 -7.652
C 1.381 6.138 -7.861
N 0.007 7.539 -6.632
H -2.390 3.226 -8.234
H -1.194 2.746 -6.908
H -0.986 2.335 -8.664
H -1.948 5.524 -7.392
H -0.746 4.867 -6.333
H -0.305 6.719 -8.667
H 1.903 5.463 -7.183
H 1.898 7.097 -7.868
H 1.479 5.608 -8.808
H -0.920 7.732 -6.279
H 0.498 7.223 -5.808
N 2.266 1.072 0.548
C 2.213 1.725 -0.555
N 0.976 1.834 -1.006
O 3.196 2.076 -1.213
H 1.339 0.775 0.815
H 3.059 1.102 1.173
H 0.303 1.158 -0.674
H 0.782 2.290 -1.886
N -1.738 3.018 6.242
C -1.317 2.842 4.988
N -1.265 4.006 4.337
O -1.007 1.810 4.429
H -2.003 2.177 6.734
H -2.014 3.952 6.509
H -1.387 4.850 4.879
H -0.822 3.915 3.434
N 2.042 7.060 1.394
C 1.463 8.138 1.047
N 1.188 8.918 2.051
O 1.261 8.413 -0.105
H 2.374 6.536 0.597
H 2.311 6.901 2.355
H 0.750 9.789 1.785
H 1.267 8.604 3.007
*
```

Its max |F| is 5.75 eV/Å. The energy relative to the best compared isomer or geometry (same formula, charge and spin) comes out at 627.06 kJ/mol. Its SMILES is CC1(C)CCCC(C)(C)N1O.CC1(C)CCCC(C)(C)N1O.CC1(C)CCCC(C)(C)N1O.CC1(C)CCCC(C)(C)N1O.COC[C@H](C)N.NC(N)=O.NC(N)=O.NC(N)=O. As for the HOMO-LUMO gap: 7.66 eV.

=====

| no. | total energy (a.u.) |
| --- | --- |
| 1 | -9419.26508 |
| 2 | -2901.72253 |